# 1
C16H16KN7O2S4Se | the ωB97M-V functional and the def2-TZVPD basis

Properties
DFT total energy = -5747.1977 Ha
Charge = -2
HOMO-LUMO gap = 3.04 eV
Spin multiplicity = 1

Last column: natural (NBO) charge in e.
Element x y z (Å)
C  -0.522  -2.151  2.807  -0.267
C  -1.037  -4.009  -1.779  0.152
H  -1.197  1.060  -3.333  0.260
S  0.996  3.589  -3.566  -0.761
C  -0.801  -3.072  0.583  -0.064
C  -1.384  -1.000  -4.027  -0.238
H  2.864  3.065  0.044  0.206
C  2.784  1.294  2.515  0.216
H  -4.071  2.805  0.081  0.345
C  -1.185  0.002  -3.069  0.087
H  -3.589  2.566  -1.544  0.400
H  3.221  0.526  4.427  0.211
S  -3.719  2.964  -3.598  -0.722
N  -0.801  -5.480  0.032  -0.628
H  -0.320  -2.314  3.839  0.218
N  -0.741  -0.721  0.888  -0.391
K  -0.276  2.979  -0.522  0.920
H  -0.625  -4.274  2.422  0.222
N  -1.110  -5.076  -2.505  -0.623
O  1.555  4.587  2.906  -0.609
C  -1.110  -2.618  -2.253  -0.160
C  2.530  2.718  2.202  -0.074
C  -0.814  -1.770  0.083  0.160
H  -1.483  -3.099  -4.309  0.214
S  -0.752  3.308  -4.398  -0.173
H  1.806  -0.197  3.709  0.206
Se  -0.943  -6.470  -1.432  0.843
H  -0.494  -0.008  2.791  0.207
H  2.977  4.495  1.130  0.238
C  -0.865  -4.235  -0.339  0.138
O  3.501  -0.754  2.038  -0.638
C  -0.649  -3.260  1.972  -0.142
C  3.164  3.424  1.041  -0.682
H  1.706  1.459  4.368  0.248
H  -1.515  -0.769  -5.070  0.228
S  -2.291  4.348  -3.462  -0.162
C  -1.352  -2.306  -3.589  -0.137
N  -0.998  -0.289  -1.790  -0.436
N  3.385  0.613  1.612  -0.242
C  -0.994  -1.556  -1.370  0.247
C  -0.577  -0.899  2.200  0.070
H  3.572  -1.164  1.174  0.463
N  1.799  3.376  3.149  -0.050
N  -3.290  2.589  -0.545  -1.163
C  2.316  0.754  3.845  -0.681
H  4.253  3.283  0.960  0.203
H  -2.924  1.688  -0.319  0.342



# 2
C16H16N2O6ReS2 | the ωB97M-V functional and the def2-TZVPD basis

Properties
DFT total energy = -2053.9174 Ha
Charge = +2
HOMO-LUMO gap (alpha / beta) = 6.44 / 6.47 eV
Spin multiplicity = 2

Last column: Löwdin spin population.
Element x y z (Å)
C  0.694  -3.020  0.003  0.000
H  -0.191  -1.132  -0.484  0.001
C  -4.257  0.198  1.938  0.002
H  2.472  1.352  -1.476  0.001
O  2.139  -5.248  -0.398  0.000
H  3.041  1.746  -4.481  0.000
H  -5.314  0.128  2.172  0.000
N  -3.098  -0.321  -0.137  0.043
S  0.965  2.456  -3.769  0.000
C  3.026  3.318  -2.231  0.000
H  3.817  3.730  -2.857  0.000
C  -1.302  1.073  1.483  0.015
C  0.053  -1.834  0.301  0.001
C  -3.532  0.967  2.757  -0.001
H  4.063  1.392  -2.224  0.000
H  2.125  0.396  -3.791  0.000
H  0.977  -3.290  -1.004  0.000
H  3.183  3.697  -1.222  0.000
O  -2.542  -0.454  -1.182  0.024
H  1.712  4.667  -3.417  0.000
C  1.666  3.791  -2.770  -0.001
C  2.426  1.430  -3.631  0.001
C  -3.947  -0.632  0.747  0.006
C  0.656  -3.639  2.371  0.000
H  -0.256  -2.231  3.690  0.000
H  -4.088  1.474  3.536  0.000
C  0.981  -3.881  1.046  0.001
O  1.748  -5.979  1.599  0.000
H  0.905  -4.365  3.130  0.000
S  0.243  1.870  0.940  0.009
O  -0.048  1.730  -2.767  0.011
C  -0.289  -1.551  1.631  0.000
H  -4.573  -1.500  0.534  0.003
Re  -0.853  1.561  -1.042  0.862
O  -2.095  1.332  0.380  0.015
N  1.692  -5.153  0.722  0.000
C  3.053  1.793  -2.291  0.001
C  0.010  -2.457  2.667  0.000
O  -1.411  -0.150  3.180  0.001
C  -0.966  -0.346  1.981  0.000
C  -2.051  1.171  2.827  0.004
H  -1.741  1.927  3.542  0.000
H  0.909  3.981  -2.004  -0.001



# 3
C16H16N4O4S2 | the ωB97M-V functional and the def2-TZVPD basis

Properties
Structure (SMILES) = CCOc1ccc(S(=O)(=O)Nc2ccc(O)c(Sc3ncn[nH]3)c2)cc1
DFT total energy = -1935.6622 Ha
Charge = 0
HOMO-LUMO gap = 8.92 eV
Spin multiplicity = 1

Last column: natural (NBO) charge in e.
Element x y z (Å)
H  3.698  0.562  -0.695  0.221
C  -0.343  0.904  -2.562  0.298
S  0.684  -1.608  -3.014  0.311
C  1.546  0.835  1.899  0.327
H  2.395  1.758  -0.687  0.212
H  4.661  1.540  1.371  0.202
H  4.038  -3.561  -0.261  0.203
C  -0.608  1.868  1.608  -0.170
H  -1.362  -1.926  -0.984  0.228
H  -3.078  -1.347  0.578  0.410
C  -2.165  0.032  -0.616  0.195
N  1.550  -1.680  -0.393  -0.385
H  0.879  -1.057  0.032  0.440
C  3.428  1.574  -0.400  -0.643
C  -2.118  1.374  -0.999  -0.221
C  -0.466  -0.384  2.440  -0.184
C  -0.412  -0.440  -2.196  -0.252
O  0.541  1.369  -3.469  -0.661
C  3.189  -2.966  -0.525  0.139
H  1.530  -1.150  2.677  0.255
S  -2.981  0.521  1.859  2.317
H  -1.177  2.835  -2.251  0.233
H  3.365  2.752  1.427  0.171
O  -3.590  1.796  1.654  -0.926
C  -1.317  -0.876  -1.238  -0.276
H  1.229  2.848  1.181  0.221
C  0.910  -0.318  2.384  -0.272
H  4.067  2.274  -0.929  0.222
C  1.693  -2.073  -1.680  0.174
N  -3.034  -0.355  0.400  -0.859
O  -3.521  -0.371  2.837  -0.929
H  -1.222  2.711  1.338  0.244
N  2.722  -2.884  -1.787  -0.493
H  1.056  0.631  -3.830  0.492
C  -1.218  0.709  2.042  -0.386
N  2.513  -2.258  0.344  -0.289
H  -2.803  2.062  -0.533  0.249
H  -0.972  -1.268  2.794  0.242
C  3.620  1.736  1.105  -0.064
C  -1.220  1.801  -1.951  -0.247
O  2.890  0.771  1.843  -0.480
C  0.771  1.937  1.530  -0.270



# 4
C16H16N6O2 | the ωB97M-V functional and the def2-TZVPD basis

Properties
Structure (SMILES) = Nc1nnc2cc(NC(=O)N[C@H]3COc4ccccc4C3)[nH]cc1-2
DFT total energy = -1098.3073 Ha
Charge = 0
HOMO-LUMO gap = 7.14 eV
Spin multiplicity = 1

Last column: natural (NBO) charge in e.
Element x y z (Å)
O  2.254  -2.227  2.959  -0.496
H  -2.187  4.178  -6.867  0.413
C  -1.104  2.124  -4.313  -0.227
C  -0.318  0.369  -2.276  0.342
N  1.457  -1.110  0.607  -0.632
C  -1.777  0.908  -4.146  0.126
H  2.416  -3.409  1.298  0.211
H  -0.966  -0.807  1.527  0.227
N  -2.745  1.900  -5.775  -0.303
C  -0.262  0.140  5.352  -0.237
N  0.150  -0.563  -1.337  -0.636
H  -1.749  -1.032  -3.078  0.220
N  -2.702  0.788  -5.030  -0.309
H  1.129  -3.916  2.372  0.190
C  0.090  -1.136  3.313  -0.117
C  -0.129  2.535  -3.445  0.125
N  -1.569  3.921  -6.082  -0.841
H  -0.283  -1.505  -1.360  0.417
C  -1.308  -0.069  -3.172  -0.269
C  -0.721  -0.358  4.140  -0.168
H  0.188  -2.805  0.322  0.210
C  -1.770  2.692  -5.431  0.311
O  1.674  0.809  -0.353  -0.675
H  0.327  3.528  -3.569  0.220
N  0.227  1.663  -2.413  -0.549
C  1.883  -0.930  4.917  -0.248
H  -1.719  -0.134  3.775  0.209
H  -0.881  4.566  -5.723  0.383
C  1.619  -3.052  1.950  -0.070
H  1.314  0.207  6.738  0.220
C  1.412  -1.447  3.696  0.286
C  1.136  -0.263  -0.379  0.798
H  -1.205  -2.432  2.145  0.217
H  2.055  -0.644  1.306  0.430
H  0.917  1.930  -1.698  0.464
C  0.658  -2.222  1.118  -0.073
C  1.003  -0.197  5.758  -0.192
H  -0.945  0.781  5.899  0.220
C  -0.447  -1.629  2.011  -0.422
H  2.878  -1.156  5.243  0.227



# 5
C16H17BN6O3SSe3TaTe | the ωB97M-V functional and the def2-TZVPD basis

Properties
DFT total energy = -9126.5507 Ha
Charge = +1
HOMO-LUMO gap = 5.66 eV
Spin multiplicity = 1

Last column: natural (NBO) charge in e.
Element x y z (Å)
C  -2.052  3.947  -1.096  0.044
H  0.861  2.767  4.040  0.241
C  2.051  1.505  -1.544  0.035
N  -1.305  3.115  -0.354  -0.400
H  -1.395  -3.074  -1.444  0.231
H  1.575  -7.694  -0.881  0.228
C  0.239  2.096  3.472  0.055
Se  -3.366  0.392  0.126  -0.119
N  -0.720  1.304  1.655  -0.429
H  4.164  2.121  -1.660  0.253
N  -0.580  3.909  0.487  -0.307
Se  -1.652  1.076  -2.856  -0.234
C  3.201  2.174  -1.185  -0.317
C  -0.892  5.189  0.277  0.049
C  2.839  2.934  -0.080  0.055
H  -1.280  -5.493  -1.926  0.231
H  2.290  -3.339  0.746  0.252
H  -2.309  6.144  -1.125  0.254
H  -0.164  -7.782  -0.595  0.240
N  0.126  2.242  2.157  -0.295
N  1.038  1.844  -0.716  -0.437
C  1.566  -5.176  -0.119  -0.207
C  0.567  -5.792  -0.868  0.061
Te  -4.122  1.288  -3.226  0.350
H  1.202  4.210  1.855  -0.004
S  0.378  -1.395  0.000  2.387
H  -0.697  0.653  4.869  0.254
H  2.395  -5.765  0.251  0.230
C  1.519  -3.822  0.162  -0.138
C  -1.133  0.570  2.710  0.045
B  0.635  3.359  1.244  0.523
H  0.438  -7.457  -2.214  0.235
C  0.615  -7.263  -1.157  -0.643
O  -1.024  -1.018  0.451  -0.951
H  -2.694  3.564  -1.864  0.238
Se  -4.734  1.967  -0.896  -0.082
H  -0.404  5.963  0.847  0.240
C  -0.500  -5.021  -1.343  -0.229
O  1.424  -1.008  0.888  -0.873
H  3.413  3.610  0.531  0.242
H  1.888  0.810  -2.348  0.246
C  -0.569  -3.671  -1.078  -0.084
C  -0.556  1.031  3.873  -0.326
Ta  -0.933  0.920  -0.474  1.621
O  0.323  -0.600  -1.297  -0.949
C  0.447  -3.086  -0.324  -0.434
N  1.553  2.730  0.178  -0.288
C  -1.842  5.264  -0.721  -0.338
H  -1.824  -0.242  2.573  0.246



# 6
C16H17BrFNO3P2Sn | the ωB97M-V functional and the def2-TZVPD basis

Properties
DFT total energy = -4469.9674 Ha
Charge = +2
HOMO-LUMO gap = 4.38 eV
Spin multiplicity = 1

Last column: natural (NBO) charge in e.
Element x y z (Å)
C  -2.097  0.876  -0.074  -0.089
H  1.509  -2.776  -1.857  0.288
C  0.459  -0.013  -0.754  0.190
C  1.707  -3.079  0.460  -0.111
N  -4.661  0.988  0.185  -0.689
Sn  -3.377  -0.741  2.480  1.607
O  -4.060  -3.538  -1.103  -0.930
H  2.542  3.157  -0.578  0.246
H  4.958  -0.226  -1.016  0.241
F  2.348  0.005  1.425  -0.396
H  1.698  4.790  -0.981  0.303
H  -1.248  3.920  1.805  0.281
Br  -3.041  -4.258  1.913  -0.155
C  2.609  -3.165  1.563  -0.202
C  -4.371  -0.519  0.341  0.456
P  -0.085  3.101  -0.389  0.889
H  2.199  1.073  -1.978  0.288
H  5.025  -0.803  0.809  0.259
C  4.322  -0.695  -0.127  -0.667
C  -0.158  -1.567  -0.660  0.083
O  -3.389  3.173  0.522  -0.438
H  3.423  -2.847  2.371  0.316
C  3.053  0.361  0.138  0.217
H  0.250  2.701  2.091  0.242
C  2.023  0.238  -1.166  -0.535
H  3.962  -1.746  -0.510  0.235
H  2.378  -0.766  -1.712  0.259
C  0.780  -2.889  -0.920  -0.510
H  0.609  4.549  1.649  0.286
C  -2.775  -0.613  -0.009  -0.368
H  -5.262  1.143  -0.658  0.473
C  -0.508  1.267  -0.428  -0.275
H  1.570  3.411  -2.264  0.274
P  -2.534  -3.630  -0.209  1.044
C  -0.135  3.640  1.482  -0.910
O  -5.277  -1.423  0.720  -0.486
H  -4.644  -4.202  -0.611  0.517
C  -1.761  -1.869  -0.290  -0.350
H  0.200  -3.890  -1.084  0.297
C  -3.378  1.842  0.259  0.585
H  3.547  1.414  0.249  0.207
C  1.587  3.607  -1.086  -0.973